Entry 1:
A structure of composition C23H39IrN2O3P3, computed with ωB97M-V/def2-TZVPD.

As for the charge: +4. The frontier orbital gap (alpha / beta) is 5.34 / 5.29 eV. Its multiplicity is 6. The calculation puts the energy above the lowest of the compared OMol25 structures with the same formula, charge and spin at 0.000 eV. The LUMO energy (alpha / beta) comes out at -12.1 / -15.7 eV.

XYZ file:
```
71
C23H39IrN2O3P3 ωB97M-V/def2-TZVPD
P -2.614 0.699 -0.647
C -3.773 -0.491 0.121
H -4.801 -0.225 -0.166
H -3.663 -0.460 1.218
H -3.544 -1.520 -0.201
C -3.215 2.266 0.088
H -2.793 3.139 -0.410
H -2.901 2.306 1.137
H -4.316 2.297 0.031
C -3.252 0.726 -2.367
H -4.300 1.063 -2.349
H -3.185 -0.287 -2.798
H -2.648 1.394 -3.000
P 1.599 -1.025 -2.901
C 1.470 -2.810 -2.878
H 2.120 -3.181 -3.681
H 0.434 -3.096 -3.077
H 1.793 -3.233 -1.920
C 0.742 -0.486 -4.400
H 0.958 0.575 -4.574
H -0.334 -0.620 -4.248
H 1.104 -1.099 -5.220
C 3.333 -0.567 -2.716
H 3.835 -0.861 -3.639
H 3.749 -1.091 -1.850
H 3.408 0.517 -2.549
P 1.909 0.905 1.669
C 2.309 -0.306 2.987
H 2.749 0.205 3.859
H 3.016 -1.051 2.587
H 1.398 -0.840 3.297
C 3.597 1.554 1.313
H 4.119 1.704 2.273
H 3.560 2.493 0.757
H 4.145 0.823 0.703
C 1.120 2.232 2.667
H 1.889 2.696 3.309
H 0.318 1.808 3.291
H 0.669 2.994 2.020
Ir 0.697 0.469 -1.247
C -0.621 -0.871 -1.223
O -1.213 -1.946 -1.300
C 1.522 -0.873 -0.142
O 1.961 -1.872 0.268
C 2.093 2.415 -1.384
C 1.251 2.971 -0.410
C -0.117 3.104 -0.637
C -0.661 2.694 -1.864
C 0.149 2.181 -2.867
C 1.548 2.018 -2.633
H 3.171 2.558 -1.319
H 1.693 3.542 0.399
H -0.698 3.729 0.036
H -1.651 3.049 -2.142
H -0.226 2.144 -3.882
H 2.210 1.882 -3.466
N -1.773 -4.741 4.223
C -1.225 -4.231 3.081
O -0.703 -5.002 2.288
C -1.272 -2.765 2.884
C -1.796 -1.835 3.786
C -1.763 -0.479 3.462
C -1.201 -0.103 2.239
N -0.666 -0.998 1.403
C -0.712 -2.294 1.680
H -1.793 -5.731 4.350
H -2.310 -4.197 4.882
H -2.226 -2.167 4.732
H -2.151 0.275 4.128
H -1.206 0.958 1.967
H -0.312 -3.033 0.973
```

---

Entry 2:
A cluster of 2 separate species, C6H11ClN2 in total, computed with ωB97M-V/def2-TZVPD.

The frontier orbital gap is 6.28 eV. The calculation puts the energy above the lowest of the compared OMol25 structures with the same formula, charge and spin at 1.113 eV. The LUMO energy comes out at -0.3 eV.

XYZ file:
```
20
C6H11ClN2 ωB97M-V/def2-TZVPD
C 1.615 -1.872 -1.867
C 1.961 -0.667 -0.972
N 0.811 -0.268 -0.209
C 0.140 -1.010 0.763
C -0.960 -0.282 1.240
N -0.884 0.970 0.527
C 0.200 0.899 -0.300
C -1.887 1.981 0.646
H 1.022 -2.557 -1.260
H 2.532 -2.343 -2.223
H 0.936 -1.642 -2.687
H 2.105 0.213 -1.599
H 2.672 -0.903 -0.181
H 0.367 -2.052 0.935
H -1.805 -0.560 1.852
H 0.520 1.770 -0.852
H -2.661 1.486 1.232
H -2.294 2.230 -0.334
H -1.388 2.743 1.245
Cl -3.003 1.866 4.044
```

---

Entry 3:
A cluster of 6 separate species, C26H36N7O in total, computed with ωB97M-V/def2-TZVPD.

As for the charge: +1. The frontier orbital gap is 5.96 eV. The calculation puts the energy above the lowest of the compared OMol25 structures with the same formula, charge and spin at 0.000 eV. The LUMO energy comes out at -3.4 eV.

XYZ file:
```
70
C26H36N7O ωB97M-V/def2-TZVPD
C 4.039 0.333 -6.171
C 2.660 0.784 -6.622
O 2.720 1.108 -8.003
C 1.615 -0.340 -6.409
C 0.220 0.155 -6.260
C -0.846 0.127 -7.090
N -1.896 0.748 -6.446
C -1.500 1.174 -5.263
N -0.228 0.830 -5.132
H 4.106 0.363 -5.080
H 4.262 -0.678 -6.516
H 4.787 1.019 -6.571
H 2.365 1.677 -6.051
H 2.099 1.814 -8.210
H 1.883 -0.961 -5.549
H 1.659 -0.971 -7.300
H -0.924 -0.308 -8.073
H -2.830 0.873 -6.806
H -2.096 1.698 -4.531
H 0.367 0.998 -4.333
N -1.014 1.640 -1.527
C -1.492 2.897 -1.234
C -1.811 2.915 0.094
C -1.517 1.626 0.622
C -1.024 0.863 -0.397
H -0.718 1.335 -2.431
H -1.557 3.665 -1.986
H -2.208 3.761 0.631
H -1.638 1.294 1.640
H -0.687 -0.159 -0.418
N 3.019 0.251 2.112
C 3.147 -0.681 3.104
C 2.102 -1.560 2.995
C 1.312 -1.139 1.890
C 1.904 -0.019 1.369
H 3.645 1.021 1.963
H 3.959 -0.627 3.809
H 1.915 -2.403 3.639
H 0.410 -1.607 1.531
H 1.622 0.609 0.542
N -3.954 2.094 3.326
C -4.338 3.264 3.926
C -4.820 2.958 5.169
C -4.724 1.548 5.327
C -4.189 1.042 4.174
H -3.563 2.018 2.405
H -4.233 4.210 3.422
H -5.197 3.664 5.888
H -5.016 0.973 6.189
H -3.952 0.031 3.886
N 5.560 -2.656 4.797
C 6.852 -3.061 4.603
C 7.516 -2.928 5.792
C 6.587 -2.424 6.743
C 5.389 -2.268 6.099
H 4.845 -2.655 4.093
H 7.187 -3.409 3.641
H 8.552 -3.167 5.965
H 6.776 -2.206 7.780
H 4.434 -1.921 6.457
N -5.384 -0.896 1.273
C -6.253 -1.951 1.269
C -5.613 -3.021 0.702
C -4.303 -2.594 0.353
C -4.193 -1.277 0.716
H -5.588 0.017 1.639
H -7.245 -1.855 1.673
H -6.033 -4.003 0.563
H -3.530 -3.189 -0.104
H -3.373 -0.584 0.630
```